1) 21
Properties=species:S:1:pos:R:3:nbo_charge:R:1 method="wB97M-V/def2-TZVPD" e_lumo_ev=0.84 spin_multiplicity=1 total_charge=0 orbital_gap_ev=9.713
C 2.185 -2.006 0.017 -0.60
C 1.723 -0.692 -0.703 -0.45
C 0.521 -0.393 -0.037 0.02
C 0.295 0.605 0.829 -0.21
C -1.031 0.810 1.550 -0.66
C -0.710 -1.341 -0.147 -0.67
H 2.752 -2.707 -0.609 0.21
H 2.783 -1.780 0.961 0.21
H 1.247 -2.526 0.511 0.21
H 1.668 -0.889 -1.772 0.22
H 2.532 0.052 -0.456 0.22
H 0.909 1.460 0.905 0.19
H -1.452 1.864 1.515 0.22
H -1.144 0.437 2.566 0.22
H -1.825 0.358 0.931 0.21
H -1.681 -0.799 -0.279 0.22
H -0.720 -2.078 -0.939 0.22
H -0.902 -1.839 0.848 0.22
H -1.904 3.510 -1.258 0.47
H -1.615 2.064 -1.443 0.46
O -2.318 2.622 -1.317 -0.93



2) 21
Properties=species:S:1:pos:R:3:nbo_charge:R:1 method="wB97M-V/def2-TZVPD" e_lumo_ev=0.92 spin_multiplicity=1 total_charge=0 orbital_gap_ev=11.176 smiles=CC[C@H](C)CCO
C 1.467 0.589 -0.871 -0.06
O 2.257 1.800 -1.027 -0.73
C 0.342 0.845 0.143 -0.44
C -0.311 -0.436 0.667 -0.20
C -0.354 -0.478 2.245 -0.61
C -1.778 -0.898 0.253 -0.41
C -1.751 -1.428 -1.208 -0.62
H 0.976 0.203 -1.754 0.17
H 2.234 -0.085 -0.465 0.17
H 2.310 1.966 -1.971 0.47
H -0.286 1.585 -0.349 0.21
H 0.771 1.355 1.020 0.21
H 0.376 -1.228 0.343 0.18
H -0.657 0.558 2.493 0.20
H -0.983 -1.229 2.679 0.21
H 0.716 -0.495 2.598 0.21
H -1.909 -1.829 0.834 0.21
H -2.275 0.075 0.405 0.22
H -0.721 -1.308 -1.512 0.20
H -2.120 -2.448 -1.260 0.21
H -2.366 -0.861 -1.905 0.21



In order of decreasing stability: 2), 1).



1) 21
Properties=species:S:1:pos:R:3:nbo_charge:R:1 method="wB97M-V/def2-TZVPD" e_lumo_ev=1.00 spin_multiplicity=1 total_charge=0 orbital_gap_ev=10.204 smiles="C=C(C)C.COC"
C 0.761 -1.468 1.250 -0.44
C 1.345 -0.468 0.577 0.04
C 1.531 0.899 1.178 -0.65
C 1.856 -0.640 -0.828 -0.65
H 0.634 -2.458 0.796 0.19
H 0.395 -1.325 2.273 0.19
H 1.129 0.936 2.204 0.21
H 1.007 1.655 0.568 0.22
H 2.603 1.155 1.209 0.21
H 1.343 0.064 -1.506 0.22
H 2.939 -0.435 -0.864 0.21
H 1.679 -1.667 -1.189 0.21
O -1.348 0.963 -0.957 -0.55
C -2.031 1.148 0.267 -0.26
C -1.735 -0.255 -1.562 -0.26
H -1.696 2.107 0.696 0.19
H -1.803 0.342 0.985 0.17
H -3.123 1.190 0.120 0.17
H -1.494 -1.121 -0.922 0.17
H -2.814 -0.273 -1.786 0.17
H -1.177 -0.352 -2.508 0.19



2) 21
Properties=species:S:1:pos:R:3:nbo_charge:R:1 method="wB97M-V/def2-TZVPD" e_lumo_ev=1.13 spin_multiplicity=1 total_charge=0 orbital_gap_ev=10.952 smiles=CCCCCOC
C -3.433 -0.182 -0.792 -0.61
C -2.273 -0.240 0.214 -0.39
C -0.943 -0.181 -0.527 -0.39
C 0.267 -0.179 0.410 -0.41
C 1.525 0.148 -0.357 -0.05
O 2.624 0.130 0.513 -0.54
C 3.817 0.444 -0.150 -0.25
H -4.342 -0.640 -0.393 0.21
H -3.152 -0.698 -1.696 0.20
H -3.672 0.853 -1.060 0.20
H -2.325 0.586 0.939 0.20
H -2.314 -1.167 0.797 0.20
H -0.874 -1.068 -1.172 0.19
H -0.934 0.681 -1.183 0.19
H 0.390 -1.162 0.887 0.21
H 0.151 0.542 1.230 0.20
H 1.665 -0.582 -1.175 0.16
H 1.415 1.141 -0.828 0.15
H 4.031 -0.280 -0.952 0.16
H 4.619 0.411 0.589 0.19
H 3.776 1.450 -0.599 0.16



3) 21
Properties=species:S:1:pos:R:3:nbo_charge:R:1 method="wB97M-V/def2-TZVPD" e_lumo_ev="0.63 / 0.98" spin_multiplicity=1 total_charge=0 orbital_gap_ev="10.958 / 8.840"
C -3.331 0.572 0.187 -0.29
C -2.031 1.069 -0.259 -0.49
C -0.821 0.630 0.581 -0.39
C 0.397 0.424 -0.313 -0.39
C 1.627 -0.126 0.396 -0.41
C 2.732 -0.415 -0.605 -0.05
O 3.860 -0.893 0.096 -0.72
H -3.184 -4.781 1.386 0.00
H -4.249 1.052 -0.140 0.17
H -3.414 -0.310 0.814 0.17
H -1.870 0.685 -1.300 0.21
H -2.057 2.161 -0.401 0.21
H -0.611 1.375 1.359 0.20
H -1.056 -0.307 1.103 0.20
H 0.646 1.373 -0.810 0.20
H 0.108 -0.274 -1.113 0.19
H 1.998 0.584 1.145 0.21
H 1.378 -1.054 0.927 0.20
H 2.369 -1.157 -1.337 0.15
H 2.967 0.506 -1.165 0.15
H 4.541 -1.113 -0.550 0.47



In order of decreasing stability: 2), 1), 3).



1) 21
Properties=species:S:1:pos:R:3:nbo_charge:R:1 method="wB97M-V/def2-TZVPD" e_lumo_ev=0.90 spin_multiplicity=1 total_charge=0 orbital_gap_ev=10.127 smiles="C=CCCCC.O"
C -0.510 -0.782 2.054 -0.63
C 0.998 -1.250 2.032 -0.38
C 1.604 -1.143 0.580 -0.40
C 1.409 0.158 -0.123 -0.48
C 1.055 0.934 -2.473 -0.44
C 1.240 -0.135 -1.616 -0.17
H -0.943 -1.008 3.015 0.21
H -0.316 0.314 1.998 0.20
H -1.283 -0.983 1.327 0.22
H 0.976 -2.323 2.394 0.20
H 1.506 -0.598 2.768 0.20
H 2.699 -1.409 0.656 0.21
H 1.104 -1.798 -0.156 0.20
H 0.463 0.706 0.121 0.22
H 2.250 0.839 -0.077 0.22
H 1.203 1.982 -2.002 0.21
H 0.919 0.708 -3.642 0.22
H 1.381 -1.241 -1.873 0.20
H -4.663 2.765 -1.942 0.46
H -6.037 2.284 -1.456 0.47
O -5.056 1.979 -1.584 -0.93



2) 21
Properties=species:S:1:pos:R:3:nbo_charge:R:1 method="wB97M-V/def2-TZVPD" e_lumo_ev=0.87 spin_multiplicity=1 total_charge=0 orbital_gap_ev=10.330 smiles="C=CCCCC.O"
C 1.484 -1.130 1.473 -0.60
C 0.672 -0.645 0.193 -0.41
C 1.689 -0.544 -1.061 -0.41
C 1.295 0.874 -1.657 -0.42
C 1.156 3.022 -0.270 -0.40
C 1.759 1.942 -0.735 -0.18
H 2.175 -1.993 1.138 0.19
H 0.782 -1.357 2.174 0.21
H 2.281 -0.266 1.538 0.20
H -0.197 -1.282 -0.010 0.20
H 0.170 0.199 0.652 0.21
H 1.605 -1.359 -1.817 0.22
H 2.792 -0.617 -0.760 0.20
H 0.057 0.918 -1.858 0.19
H 1.754 1.057 -2.579 0.21
H 0.056 3.155 -0.267 0.18
H 1.488 3.871 0.364 0.20
H 2.654 1.703 -0.295 0.19
H -6.494 -1.863 0.861 0.46
H -5.875 -3.085 1.106 0.45
O -6.447 -2.525 1.512 -0.91



In order of decreasing stability: 1), 2).



1) 21
Properties=species:S:1:pos:R:3:nbo_charge:R:1 method="wB97M-V/def2-TZVPD" e_lumo_ev=1.03 spin_multiplicity=1 total_charge=0 orbital_gap_ev=10.614 smiles="CC(=O)CC(C)C.[H][H]"
C -0.464 1.903 0.308 -0.60
C 0.389 0.756 0.861 -0.23
C 1.779 1.274 1.232 -0.60
C 0.530 -0.425 -0.106 -0.52
C -0.610 -1.424 -0.121 0.63
C -0.625 -2.401 -1.281 -0.73
O -1.408 -1.513 0.789 -0.58
H -0.478 2.739 1.017 0.21
H -1.502 1.607 0.132 0.22
H -0.053 2.283 -0.638 0.20
H -0.105 0.369 1.760 0.22
H 1.714 2.088 1.961 0.21
H 2.299 1.660 0.345 0.20
H 2.395 0.476 1.663 0.21
H 1.380 -1.051 0.209 0.24
H 0.778 -0.086 -1.123 0.22
H -1.931 -0.023 -1.504 -0.02
H -0.051 -3.272 -0.952 0.24
H -0.155 -2.007 -2.187 0.22
H -1.643 -2.730 -1.504 0.24
H -2.240 -0.221 -0.860 0.03



2) 21
Properties=species:S:1:pos:R:3:nbo_charge:R:1 method="wB97M-V/def2-TZVPD" e_lumo_ev="-0.10 / 0.27" spin_multiplicity=1 total_charge=0 orbital_gap_ev="7.665 / 9.494"
C -3.333 0.479 0.238 -0.35
C -2.100 0.962 -0.023 -0.16
C -0.832 0.538 0.669 -0.45
C 0.360 0.366 -0.276 -0.39
C 1.637 -0.106 0.418 -0.41
C 2.736 -0.379 -0.596 -0.05
O 3.894 -0.797 0.099 -0.72
H -2.693 -2.502 0.245 -0.16
H -4.228 0.965 -0.142 0.21
H -3.483 -0.418 0.829 0.23
H -2.287 -0.825 -0.673 0.01
H -2.023 1.848 -0.654 0.21
H -0.616 1.325 1.404 0.22
H -1.013 -0.388 1.226 0.23
H 0.555 1.314 -0.798 0.20
H 0.089 -0.367 -1.048 0.21
H 1.997 0.640 1.138 0.20
H 1.446 -1.028 0.982 0.21
H 2.392 -1.153 -1.301 0.16
H 2.930 0.534 -1.183 0.15
H 4.573 -1.007 -0.553 0.47



In order of decreasing stability: 1), 2).



1) 61
Properties=species:S:1:pos:R:3:nbo_charge:R:1 method="wB97M-V/def2-TZVPD" e_lumo_ev=-0.10 spin_multiplicity=1 total_charge=0 orbital_gap_ev=8.723
C -1.454 -3.138 -0.951 -0.40
C -2.615 -3.803 -0.217 -0.63
C -0.872 -1.911 -0.104 -0.23
N -0.100 -2.469 0.984 -0.67
C 3.315 -0.808 -0.088 -0.64
C 2.087 -1.733 -0.129 -0.42
C 1.174 -1.706 1.195 0.02
C 2.008 -2.318 2.375 -0.62
H -0.811 -4.012 -1.310 0.21
H -1.908 -2.565 -1.827 0.18
H -3.487 -3.238 -0.029 0.21
H -2.945 -4.477 -0.970 0.21
H -2.126 -4.329 0.565 0.21
H -1.764 -1.170 0.052 0.17
H -0.161 -1.317 -0.769 0.22
H -0.513 -2.838 1.754 0.39
H 3.393 -0.242 -1.037 0.20
H 4.258 -1.418 -0.161 0.22
H 3.409 -0.149 0.850 0.22
H 1.479 -1.448 -0.935 0.20
H 2.287 -2.790 -0.353 0.20
H 1.223 -0.545 1.278 0.12
H 2.148 -3.365 2.169 0.21
H 1.357 -2.286 3.237 0.21
H 2.904 -1.787 2.354 0.22
H 1.702 3.516 1.541 0.48
H 0.263 3.705 1.869 0.49
O 1.092 4.224 1.617 -0.99
H 1.838 0.950 1.283 0.48
H 1.743 2.141 0.315 0.48
O 2.175 1.848 1.018 -0.95
H 1.953 -0.803 -2.979 0.49
H 1.214 -0.119 -4.022 0.46
O 1.091 -0.599 -3.259 -0.94
H -2.479 0.601 3.102 0.50
H -1.201 -0.264 3.501 0.48
O -1.996 0.078 3.818 -0.96
H -0.481 0.836 -2.901 0.49
H 0.242 1.940 -2.310 0.50
O -0.437 1.323 -2.006 -0.98
H -2.773 -1.438 3.796 0.48
H -3.150 -2.346 2.613 0.46
O -2.890 -2.338 3.564 -0.97
H 0.698 3.804 -2.864 0.51
H 2.068 3.166 -3.392 0.50
O 1.120 2.976 -3.248 -0.98
H 2.599 4.032 -0.627 0.48
H 1.311 4.785 -0.644 0.49
O 1.863 4.371 -1.248 -0.98
H -1.000 1.304 0.879 0.49
H -0.884 2.331 -0.142 0.49
O -0.352 2.033 0.677 -0.98
H 0.545 -2.651 -3.234 0.48
H 0.872 -3.207 -1.904 0.43
O 1.264 -3.083 -2.594 -0.91
H -1.898 2.111 -1.680 0.51
H -3.076 3.218 -2.298 0.50
O -2.579 2.816 -1.550 -1.05
H -3.613 1.888 1.422 0.49
H -3.423 0.962 0.268 0.50
O -3.222 1.012 1.233 -0.98



2) 61
Properties=species:S:1:pos:R:3:nbo_charge:R:1 method="wB97M-V/def2-TZVPD" e_lumo_ev=0.19 spin_multiplicity=1 total_charge=0 orbital_gap_ev=9.043
C 0.755 1.628 -0.191 -0.22
N 0.702 0.165 -0.051 -0.68
C 1.753 -0.567 -0.809 -0.22
C 2.403 -1.633 0.119 -0.23
C 2.645 -2.925 -0.650 -0.62
C 3.732 -1.100 0.712 -0.62
C 2.035 2.224 0.421 -0.41
C 2.115 2.099 1.933 -0.63
H -0.106 2.065 0.277 0.20
H 0.690 1.926 -1.249 0.18
H -0.201 -0.179 -0.330 0.40
H 2.512 0.108 -1.135 0.19
H 1.302 -1.123 -1.669 0.20
H 1.699 -1.815 0.941 0.19
H 3.210 -3.666 -0.008 0.21
H 3.307 -2.737 -1.585 0.21
H 1.668 -3.395 -0.989 0.21
H 4.105 -1.844 1.433 0.20
H 4.479 -0.965 -0.114 0.20
H 3.582 -0.139 1.273 0.22
H 2.070 3.296 0.144 0.20
H 2.936 1.826 -0.066 0.19
H 1.240 2.555 2.423 0.23
H 3.030 2.587 2.381 0.21
H 2.148 1.042 2.219 0.20
H -2.130 -3.846 0.376 0.49
H -1.000 -3.192 1.079 0.51
O -1.627 -3.048 0.386 -0.98
H -2.282 -0.931 -1.581 0.51
H -1.351 -2.037 -1.024 0.50
O -1.448 -1.365 -1.731 -1.03
H -0.254 3.484 -2.866 0.48
H -0.645 2.018 -3.062 0.52
O -1.001 2.903 -2.862 -0.99
H -2.054 2.672 -1.576 0.52
H -3.455 3.167 -1.031 0.49
O -2.744 2.575 -0.894 -1.00
H -0.020 0.423 3.125 0.52
H 0.601 -0.144 1.775 0.51
O 0.204 -0.456 2.632 -1.07
H -1.220 1.881 4.350 0.48
H -1.289 1.997 2.894 0.50
O -0.664 1.887 3.575 -0.96
H -3.433 -0.172 0.056 0.49
H -3.326 0.986 -0.969 0.50
O -3.562 0.022 -0.880 -1.00
H 0.047 -2.196 2.702 0.51
H 0.944 -3.317 2.433 0.48
O 0.001 -3.129 2.502 -0.97
H -2.589 2.298 0.869 0.49
H -2.634 0.971 1.669 0.50
O -2.603 1.944 1.723 -1.01
H -2.215 -1.555 1.140 0.50
H -1.370 -0.614 2.034 0.50
O -2.265 -0.717 1.602 -1.05
H 2.559 -0.425 -4.751 0.48
H 1.817 -1.682 -4.401 0.49
O 2.110 -0.859 -4.015 -0.93
H 0.704 -0.013 -3.518 0.50
H -0.600 -0.223 -2.719 0.51
O -0.155 0.419 -3.265 -1.03



In order of decreasing stability: 2), 1).



1) 18
Properties=species:S:1:pos:R:3:nbo_charge:R:1 method="wB97M-V/def2-TZVPD" e_lumo_ev=3.71 spin_multiplicity=1 total_charge=-1 orbital_gap_ev=7.412
O -2.449 -2.622 -1.832 -0.66
C -2.261 -1.590 -1.203 0.52
N -1.006 -1.096 -1.042 -0.60
C -0.853 0.060 -0.129 -0.26
C -0.024 -0.247 1.127 -0.45
C 0.997 0.864 1.488 -0.04
O 2.219 0.570 0.893 -0.89
H -3.092 -0.997 -0.765 0.11
H -0.172 -1.624 -1.229 0.41
H -1.785 0.535 0.172 0.19
H -0.188 0.762 -0.708 0.24
H -0.684 -0.314 2.006 0.17
H 0.541 -1.186 1.083 0.21
H 0.551 1.742 0.957 0.11
H 1.146 1.026 2.569 0.13
H 2.119 0.804 -0.396 0.49
H 2.759 2.037 -1.570 0.44
O 2.182 1.276 -1.422 -1.13



2) 18
Properties=species:S:1:pos:R:3:nbo_charge:R:1 method="wB97M-V/def2-TZVPD" e_lumo_ev=3.80 spin_multiplicity=1 total_charge=-1 orbital_gap_ev=8.512
C 2.528 -0.257 0.705 -0.62
C 0.991 -0.157 0.757 -0.04
C 0.414 -0.342 -0.653 -0.54
C -1.148 -0.428 -0.683 0.78
O -1.781 0.426 -0.008 -0.82
O -1.630 -1.328 -1.401 -0.78
N 0.602 1.112 1.388 -0.86
H 2.973 0.145 -0.203 0.19
H 2.890 -1.286 0.775 0.20
H 2.913 0.267 1.586 0.20
H 0.655 -0.950 1.420 0.17
H 0.635 0.574 -1.209 0.20
H 0.758 -1.268 -1.110 0.21
H 1.197 1.860 1.021 0.32
H -0.333 1.329 1.039 0.41
H -3.879 -0.481 -1.640 0.48
H -3.551 0.466 -0.549 0.50
O -4.234 0.318 -1.236 -1.01



3) 18
Properties=species:S:1:pos:R:3:nbo_charge:R:1 method="wB97M-V/def2-TZVPD" e_lumo_ev=-0.05 spin_multiplicity=1 total_charge=-1 orbital_gap_ev=3.920
O 1.035 -1.549 1.026 -0.57
C 1.138 -0.254 1.211 0.21
N 2.168 0.466 0.458 -0.79
C -0.274 0.351 0.886 -0.33
C -0.676 0.045 -0.570 -0.38
C -1.997 -0.873 -0.553 -0.03
O -3.095 -0.274 -0.218 -0.62
H 1.347 0.006 2.253 0.23
H 1.768 1.072 -0.322 0.43
H -1.039 -0.180 1.456 0.22
H -0.383 1.386 1.229 0.21
H 0.114 -0.555 -1.011 0.24
H -0.766 0.888 -1.249 0.26
H -1.728 -1.819 -0.020 0.12
H -1.912 -1.178 -1.621 0.19
H 1.450 2.605 -1.846 0.42
H 2.794 -0.187 0.001 0.36
O 1.368 1.641 -1.782 -1.15



In order of decreasing stability: 2), 1), 3).